Entry 1:
Entry from OMol25: a 2-piece molecular cluster, C5H13NO overall at a distorted geometry (wB97M-V/def2-TZVPD).

Values from the calculation:
Net charge: 0
Molar mass, g/mol: 103.2
SMILES string: CC/C=C\NC.O
ΔE to the lowest compared entry with this formula, charge and spin, kJ/mol: 257.27
Calculated total energy, eV: -8931.3444
HOMO-LUMO gap, eV: 8.6
E_HOMO, eV: -7.8

Geometry as XYZ:
```
20
Properties=species:S:1:pos:R:3:nbo_charge:R:1
C 0.63 2.78 -2.60 -0.603
C 0.86 1.51 -1.78 -0.457
C 0.94 1.61 -0.30 -0.255
C 0.96 0.50 0.48 0.009
N 1.46 -0.77 0.24 -0.646
C 0.78 -1.86 0.96 -0.417
H 0.41 2.56 -3.64 0.209
H 1.64 3.22 -2.62 0.207
H -0.19 3.37 -2.21 0.203
H 0.15 0.67 -2.01 0.206
H 1.63 0.95 -2.33 0.215
H 0.63 2.54 0.17 0.205
H 0.42 0.65 1.42 0.148
H 2.46 -0.80 0.31 0.386
H 0.42 -2.55 0.18 0.199
H 1.60 -2.47 1.38 0.191
H 0.05 -1.61 1.71 0.200
O -4.87 -3.80 3.41 -0.930
H -4.86 -2.95 2.95 0.465
H -5.10 -3.55 4.30 0.465
```

Entry 2:
Entry from OMol25: a 2-piece molecular cluster, C5H13NO overall at a distorted geometry (wB97M-V/def2-TZVPD).

Values from the calculation:
Net charge: 0
Molar mass, g/mol: 103.2
SMILES string: C=CCCNC.O
ΔE to the lowest compared entry with this formula, charge and spin, kJ/mol: 234.63
Calculated total energy, eV: -8931.5791
HOMO-LUMO gap, eV: 9.5
E_HOMO, eV: -8.7

Geometry as XYZ:
```
20
Properties=species:S:1:pos:R:3:nbo_charge:R:1
C -1.34 1.88 1.95 -0.420
C -0.63 1.16 1.09 -0.156
C 0.50 0.22 1.46 -0.463
C 1.47 -0.03 0.29 -0.209
N 1.55 -1.35 -0.32 -0.624
C 2.37 -1.37 -1.56 -0.419
H -1.00 1.91 2.99 0.183
H -2.30 2.34 1.77 0.202
H -0.69 1.37 0.02 0.197
H -0.08 -0.72 1.54 0.223
H 0.83 0.44 2.47 0.224
H 2.50 0.28 0.50 0.194
H 1.13 0.68 -0.48 0.151
H 0.66 -1.73 -0.59 0.349
H 2.11 -0.51 -2.17 0.171
H 3.40 -1.36 -1.20 0.192
H 2.32 -2.30 -2.12 0.205
O -3.34 -0.21 -2.08 -0.925
H -3.51 -0.88 -1.44 0.462
H -4.06 0.39 -1.86 0.463
```

Entry 3:
Entry from OMol25: a 2-piece molecular cluster, C5H13NO overall at a distorted geometry (wB97M-V/def2-TZVPD).

Values from the calculation:
Net charge: 0
Molar mass, g/mol: 103.2
SMILES string: C/C=C/CNC.O
ΔE to the lowest compared entry with this formula, charge and spin, kJ/mol: 151.82
Calculated total energy, eV: -8932.4374
HOMO-LUMO gap, eV: 10.3
E_HOMO, eV: -9.3

Geometry as XYZ:
```
20
Properties=species:S:1:pos:R:3:nbo_charge:R:1
C -2.22 -2.05 0.03 -0.643
C -1.39 -1.02 -0.66 -0.169
C -0.77 0.02 -0.12 -0.210
C 0.20 0.93 -0.85 -0.250
N 1.49 0.97 -0.16 -0.634
C 2.11 -0.33 -0.01 -0.423
H -3.28 -1.87 -0.19 0.219
H -1.95 -3.04 -0.33 0.219
H -2.10 -1.97 1.11 0.218
H -1.15 -1.17 -1.69 0.184
H -0.90 0.40 0.88 0.207
H 0.36 0.47 -1.84 0.163
H -0.24 1.91 -0.98 0.197
H 2.10 1.52 -0.76 0.354
H 1.70 -0.81 0.87 0.199
H 2.01 -1.04 -0.83 0.170
H 3.16 -0.20 0.23 0.203
O 0.19 2.43 2.17 -0.948
H 1.03 2.18 1.75 0.487
H -0.35 2.67 1.39 0.457
```

Entry 4:
Entry from OMol25: a 2-piece molecular cluster, C5H13NO overall at a distorted geometry (wB97M-V/def2-TZVPD).

Values from the calculation:
Net charge: 0
Molar mass, g/mol: 103.2
SMILES string: CCC(N)=O.CC
ΔE to the lowest compared entry with this formula, charge and spin, kJ/mol: 76.96
Calculated total energy, eV: -8933.2132
HOMO-LUMO gap, eV: 10.6
E_HOMO, eV: -9.8

Geometry as XYZ:
```
20
Properties=species:S:1:pos:R:3:nbo_charge:R:1
C -1.82 0.48 -0.74 -0.608
C -0.85 1.59 -1.12 -0.488
C 0.60 1.14 -0.96 0.678
N 1.28 0.76 -2.08 -0.835
O 1.19 1.15 0.12 -0.622
H -1.50 -0.47 -1.19 0.209
H -2.82 0.81 -0.97 0.217
H -1.79 0.19 0.32 0.225
H -0.87 1.92 -2.19 0.201
H -1.13 2.47 -0.52 0.235
H 2.21 0.36 -2.02 0.403
H 0.96 0.71 -3.03 0.390
C 1.14 -1.74 1.30 -0.626
C 0.01 -1.14 2.26 -0.611
H 1.03 -1.05 0.42 0.221
H 2.09 -1.52 1.73 0.205
H 0.92 -2.78 1.24 0.201
H -0.78 -1.87 2.39 0.196
H -0.32 -0.22 1.83 0.206
H 0.48 -0.79 3.20 0.202
```

Entry 5:
Entry from OMol25: a 2-piece molecular cluster, C5H13NO overall at a distorted geometry (wB97M-V/def2-TZVPD).

Values from the calculation:
Net charge: 0
Molar mass, g/mol: 103.2
SMILES string: C=NCCCC.O
ΔE to the lowest compared entry with this formula, charge and spin, kJ/mol: 191.50
Calculated total energy, eV: -8932.0261
HOMO-LUMO gap, eV: 9.6
E_HOMO, eV: -8.9

Geometry as XYZ:
```
20
Properties=species:S:1:pos:R:3:nbo_charge:R:1
C -0.85 0.01 -1.90 -0.052
N -0.12 -0.50 -1.00 -0.411
C -0.09 0.17 0.30 -0.252
C 1.36 0.44 0.68 -0.401
C 2.24 -0.81 0.72 -0.411
C 1.85 -1.77 1.83 -0.617
H -1.24 -0.63 -2.69 0.175
H -1.02 1.09 -1.85 0.148
H -0.57 -0.53 0.98 0.203
H -0.68 1.08 0.26 0.175
H 1.76 1.28 0.11 0.206
H 1.46 0.89 1.68 0.196
H 2.43 -1.15 -0.30 0.222
H 3.25 -0.46 0.95 0.196
H 2.72 -2.32 2.19 0.211
H 1.11 -2.54 1.63 0.210
H 1.47 -1.22 2.69 0.201
O -3.58 1.95 -0.83 -0.942
H -4.01 1.74 0.01 0.472
H -4.15 2.59 -1.27 0.471
```

Entry 6:
Entry from OMol25: a 2-piece molecular cluster, C5H13NO overall at a distorted geometry (wB97M-V/def2-TZVPD).

Values from the calculation:
Net charge: 0
Molar mass, g/mol: 103.2
SMILES string: C/C=C/CCN.O
ΔE to the lowest compared entry with this formula, charge and spin, kJ/mol: 181.05
Calculated total energy, eV: -8932.1344
HOMO-LUMO gap, eV: 9.9
E_HOMO, eV: -9.1

Geometry as XYZ:
```
20
Properties=species:S:1:pos:R:3:nbo_charge:R:1
C 2.31 -1.19 -1.63 -0.646
C 1.70 0.08 -1.12 -0.199
C 0.42 0.39 -1.16 -0.170
C -0.40 1.38 -0.36 -0.449
C 0.23 2.07 0.84 -0.226
N -0.25 1.53 2.11 -0.826
H 2.06 -2.06 -1.02 0.216
H 3.39 -1.13 -1.71 0.213
H 1.92 -1.45 -2.62 0.216
H 2.39 0.70 -0.54 0.183
H -0.23 -0.41 -1.54 0.180
H -0.87 2.07 -1.05 0.215
H -1.29 0.78 -0.14 0.225
H -0.07 3.11 0.73 0.192
H 1.32 2.10 0.75 0.172
H 0.37 0.77 2.40 0.350
H -0.10 2.20 2.86 0.354
O -4.43 -3.95 1.21 -0.949
H -4.32 -3.11 1.68 0.476
H -4.14 -3.88 0.31 0.473
```

Entry 7:
Entry from OMol25: a 2-piece molecular cluster, C5H13NO overall at a distorted geometry (wB97M-V/def2-TZVPD).

Values from the calculation:
Net charge: 0
Molar mass, g/mol: 103.2
SMILES string: C=C(CC)NC.O
ΔE to the lowest compared entry with this formula, charge and spin, kJ/mol: 313.28
Calculated total energy, eV: -8930.7639
HOMO-LUMO gap, eV: 8.9
E_HOMO, eV: -8.2

Geometry as XYZ:
```
20
Properties=species:S:1:pos:R:3:nbo_charge:R:1
C 0.26 0.45 -2.08 -0.521
C 0.29 -0.15 -0.90 0.221
C -0.96 -0.71 -0.20 -0.459
C -0.82 -2.19 -0.08 -0.644
N 1.43 -0.32 -0.14 -0.639
C 1.21 0.15 1.29 -0.453
H 1.12 0.93 -2.56 0.190
H -0.64 0.62 -2.54 0.196
H -1.27 -0.06 0.67 0.227
H -1.77 -0.43 -0.94 0.209
H -1.45 -2.51 0.70 0.218
H -0.99 -2.74 -1.04 0.218
H 0.30 -2.44 -0.12 0.235
H 2.23 0.04 -0.68 0.376
H 0.09 0.15 1.52 0.225
H 1.36 1.13 1.61 0.191
H 1.50 -0.73 1.98 0.207
O -0.90 2.74 1.43 -0.924
H 0.13 2.98 1.45 0.464
H -1.13 3.10 0.63 0.463
```

Entry 8:
Entry from OMol25: a 2-piece molecular cluster, C5H13NO overall at a distorted geometry (wB97M-V/def2-TZVPD).

Values from the calculation:
Net charge: 0
Molar mass, g/mol: 103.2
SMILES string: CCC(N)=O.CC
ΔE to the lowest compared entry with this formula, charge and spin, kJ/mol: 33.31
Calculated total energy, eV: -8933.6657
HOMO-LUMO gap, eV: 10.6
E_HOMO, eV: -9.7

Geometry as XYZ:
```
20
Properties=species:S:1:pos:R:3:nbo_charge:R:1
C -0.79 -0.45 2.46 -0.604
C -0.53 -0.64 0.98 -0.503
C 0.39 -1.82 0.73 0.684
N -0.25 -2.99 0.35 -0.837
O 1.59 -1.82 0.89 -0.613
H 0.17 -0.55 2.98 0.228
H -1.52 -1.10 2.94 0.212
H -1.12 0.58 2.64 0.212
H -1.30 -0.81 0.25 0.202
H -0.03 0.23 0.61 0.229
H 0.37 -3.69 -0.04 0.403
H -1.21 -2.93 0.08 0.385
C 0.50 2.65 -1.44 -0.603
C 0.54 1.37 -2.31 -0.609
H 0.03 3.44 -2.03 0.202
H -0.03 2.44 -0.52 0.196
H 1.50 2.94 -1.14 0.204
H -0.42 0.86 -2.27 0.198
H 1.22 0.66 -1.84 0.206
H 0.89 1.62 -3.31 0.207
```

Entry 9:
Entry from OMol25: a 2-piece molecular cluster, C5H13NO overall at a distorted geometry (wB97M-V/def2-TZVPD).

Values from the calculation:
Net charge: 0
Molar mass, g/mol: 103.2
SMILES string: CC(C)=C(C)N.O
ΔE to the lowest compared entry with this formula, charge and spin, kJ/mol: 155.45
Calculated total energy, eV: -8932.3998
HOMO-LUMO gap, eV: 8.1
E_HOMO, eV: -7.2

Geometry as XYZ:
```
20
Properties=species:S:1:pos:R:3:nbo_charge:R:1
C 0.55 -0.43 1.12 -0.655
C -0.58 -0.47 0.13 -0.092
C -0.67 -1.86 -0.60 -0.625
C -1.55 0.46 -0.02 0.178
C -2.32 0.74 -1.28 -0.651
N -1.87 1.32 1.05 -0.830
H 1.01 0.51 1.46 0.220
H 0.16 -0.93 2.04 0.198
H 1.29 -1.17 0.83 0.218
H 0.15 -1.92 -1.32 0.205
H -0.51 -2.61 0.18 0.206
H -1.66 -1.88 -1.06 0.211
H -2.01 1.69 -1.72 0.218
H -3.41 0.87 -1.12 0.208
H -2.16 -0.08 -2.00 0.225
H -1.31 1.14 1.87 0.388
H -2.23 2.22 0.79 0.378
O 5.08 0.23 -0.46 -0.939
H 5.05 -0.65 -0.09 0.470
H 5.52 0.79 0.18 0.470
```

Entry 10:
Entry from OMol25: a 2-piece molecular cluster, C5H13NO overall at a distorted geometry (wB97M-V/def2-TZVPD).

Values from the calculation:
Net charge: 0
Molar mass, g/mol: 103.2
SMILES string: CC(N)=O.CCC
ΔE to the lowest compared entry with this formula, charge and spin, kJ/mol: 67.06
Calculated total energy, eV: -8933.3158
HOMO-LUMO gap, eV: 10.5
E_HOMO, eV: -9.7

Geometry as XYZ:
```
20
Properties=species:S:1:pos:R:3:nbo_charge:R:1
C -1.45 1.50 -0.05 -0.724
C -0.47 1.71 -1.14 0.657
N -0.28 0.80 -2.16 -0.829
O 0.19 2.74 -1.12 -0.612
H -1.51 0.42 0.22 0.212
H -2.41 1.97 -0.15 0.245
H -1.12 1.92 0.93 0.251
H 0.44 0.92 -2.84 0.412
H -0.92 0.03 -2.20 0.388
C -0.17 -2.73 0.69 -0.600
C 0.45 -2.00 1.90 -0.392
C 1.71 -1.30 1.54 -0.627
H -0.32 -2.02 -0.12 0.195
H -1.17 -2.98 1.16 0.206
H 0.43 -3.58 0.43 0.205
H -0.36 -1.32 2.26 0.187
H 0.54 -2.70 2.74 0.201
H 2.02 -0.49 2.20 0.214
H 2.53 -1.97 1.39 0.206
H 1.76 -0.84 0.54 0.207
```

Entry 11:
Entry from OMol25: a 2-piece molecular cluster, C5H13NO overall at a distorted geometry (wB97M-V/def2-TZVPD).

Values from the calculation:
Net charge: 0
Molar mass, g/mol: 103.2
SMILES string: C=CCCCN.O
ΔE to the lowest compared entry with this formula, charge and spin, kJ/mol: 179.02
Calculated total energy, eV: -8932.1555
HOMO-LUMO gap, eV: 9.9
E_HOMO, eV: -9.2

Geometry as XYZ:
```
20
Properties=species:S:1:pos:R:3:nbo_charge:R:1
C -0.21 -1.50 0.41 -0.370
C 0.05 -0.22 0.63 -0.213
C 1.50 0.20 0.49 -0.449
C 2.05 0.43 -0.92 -0.401
C 1.31 1.45 -1.80 -0.219
N -0.09 1.14 -2.12 -0.828
H -1.19 -1.94 0.50 0.191
H 0.52 -2.17 -0.04 0.186
H -0.67 0.35 1.19 0.214
H 1.62 1.14 1.04 0.204
H 2.21 -0.46 0.99 0.220
H 2.13 -0.52 -1.46 0.186
H 3.11 0.69 -0.83 0.209
H 1.86 1.59 -2.73 0.191
H 1.38 2.37 -1.21 0.170
H -0.02 0.58 -2.96 0.345
H -0.47 0.51 -1.42 0.362
O -5.08 -1.49 3.65 -0.948
H -4.58 -1.53 2.83 0.474
H -5.43 -0.60 3.78 0.474
```

Entry 12:
Entry from OMol25: a 2-piece molecular cluster, C5H13NO overall at a distorted geometry (wB97M-V/def2-TZVPD).

Values from the calculation:
Net charge: 0
Molar mass, g/mol: 103.2
SMILES string: CCC(N)=O.CC
ΔE to the lowest compared entry with this formula, charge and spin, kJ/mol: 62.93
Calculated total energy, eV: -8933.3586
HOMO-LUMO gap, eV: 10.9
E_HOMO, eV: -10.0

Geometry as XYZ:
```
20
Properties=species:S:1:pos:R:3:nbo_charge:R:1
C -0.87 -1.98 -1.03 -0.597
C 0.33 -1.10 -1.49 -0.508
C 1.05 -0.57 -0.29 0.682
N 2.34 -1.03 -0.13 -0.829
O 0.66 0.33 0.42 -0.620
H -1.44 -2.46 -1.80 0.215
H -1.53 -1.34 -0.46 0.219
H -0.48 -2.65 -0.27 0.204
H 0.87 -1.70 -2.22 0.209
H -0.06 -0.27 -2.08 0.233
H 2.87 -0.43 0.47 0.400
H 2.81 -1.61 -0.80 0.393
C -2.04 1.51 1.26 -0.613
C -0.92 2.57 1.15 -0.621
H -3.01 1.98 1.35 0.199
H -2.07 0.99 0.29 0.198
H -1.79 0.71 1.95 0.210
H -0.34 2.59 0.23 0.214
H -0.12 2.21 1.80 0.218
H -1.31 3.55 1.43 0.194
```